Entry from the Open Molecules 2025 dataset: a cluster of 3 separate species, C22H47BFN2O2 in total (wB97M-V/def2-TZVPD).

As for the multiplicity: 3. The charge is -1. The calculation puts the frontier orbital gap (alpha / beta) at 6.24 / 6.22 eV. For the LUMO energy (alpha / beta), the calculation gives 2.159 / 2.146 eV.

Element x y z (Å)
F: 1.9517 -4.5661 -0.5344
O: 1.2082 0.4024 -2.4932
O: -0.8029 -0.9931 2.2184
N: 0.0837 0.5411 -3.0770
N: -1.4062 -0.0003 2.7463
C: -3.3515 -1.4552 2.5577
C: -2.6898 -0.3876 3.4173
C: -0.1965 0.3363 4.8628
C: -0.8172 1.5135 -2.3800
C: 1.3363 -0.3388 -4.9683
C: -1.0042 2.3450 3.5561
C: 0.8364 0.9581 2.6748
C: -1.0643 0.1433 -5.2735
C: -0.3509 3.0920 -4.3302
C: -2.3606 -0.9502 4.7998
C: 1.0615 -2.3673 -0.3042
C: -0.4213 2.9255 -2.8125
C: 0.5686 2.0446 -4.9579
C: -0.4610 0.9130 3.4703
C: 2.0107 -3.4157 0.2863
C: -2.3028 1.2417 -2.6726
C: -0.6042 1.3377 -0.8826
C: 5.8843 -2.1885 -0.4144
C: -1.4680 -0.0273 5.6267
C: -3.6683 0.7950 3.5203
C: 0.2147 0.6085 -4.5654
C: 3.4350 -2.9297 0.4622
B: 4.3987 -2.8332 -0.8764
H: -1.8541 -1.9115 4.6733
H: 6.6878 -2.9312 -0.4314
H: -4.2842 -1.7609 3.0339
H: -1.3501 3.0346 -4.7720
H: -3.6077 1.4292 2.6357
H: 0.6504 1.2767 1.6496
H: -2.6631 1.7159 -3.5832
H: 0.4215 -0.5592 4.7541
H: 1.3313 -0.0082 2.6401
H: 5.8452 -1.8110 0.6181
H: 0.5596 3.1573 -2.3868
H: 6.2021 -1.3467 -1.0358
H: 0.1780 -2.2691 0.3246
H: -2.7193 -2.3302 2.4380
H: -1.1981 -0.5285 6.5582
H: -4.6857 0.4086 3.5834
H: 1.5459 -1.4007 -0.4094
H: -1.2428 2.0463 -0.3504
H: -1.3153 2.6916 2.5695
H: -2.4958 0.1711 -2.7390
H: 4.5890 -3.9498 -1.3679
H: 2.2971 -0.0247 -4.5717
H: -3.5131 1.4143 4.4006
H: -0.8566 0.0218 -6.3369
H: 3.8946 -2.0928 -1.7356
H: -0.8637 0.3262 -0.5662
H: -3.5800 -1.0613 1.5662
H: -0.2094 3.0037 3.9059
H: -1.8956 0.8383 -5.1891
H: 0.3934 1.0623 5.4272
H: -2.9032 1.6372 -1.8530
H: -1.3824 -0.8234 -4.8818
H: 0.7288 -2.6942 -1.2882
H: 3.3669 -1.9211 0.8885
H: 1.5981 2.2447 -4.6474
H: 1.1421 -1.3473 -4.6041
H: -3.2980 -1.1500 5.3258
H: 0.0254 4.0898 -4.5657
H: 1.3968 -0.3651 -6.0579
H: 1.6070 -3.7548 1.2479
H: 1.5094 1.6766 3.1451
H: -1.8395 2.4635 4.2408
H: 0.5443 2.1196 -6.0480
H: -1.1325 3.6350 -2.3807
H: -2.0103 0.8774 5.9172
H: 3.9365 -3.5643 1.2040
H: 0.4292 1.5193 -0.6023

---

Entry from the Open Molecules 2025 dataset: a cluster of 8 separate species, C22H47F4N14O12P in total (wB97M-V/def2-TZVPD).

The calculation puts the frontier orbital gap at 8.79 eV. Its SMILES is CCOP(=O)(CCC1=CC(=O)C(C(F)(F)C(F)F)=C(C)C1=O)OCC.NC(N)=O.NC(N)=O.NC(N)=O.NC(N)=O.NC(N)=O.NC(N)=O.NC(N)=O. For the LUMO energy, the calculation gives -0.907 eV.

Element x y z (Å)
P: 2.5396 -0.0924 2.0894
F: -4.5168 1.2082 3.5250
F: -3.3247 3.2381 0.9725
F: -5.3355 2.9647 2.5007
F: -2.5542 2.8040 2.9687
O: 4.0666 0.2050 1.8086
O: -7.2234 -0.4720 8.3978
O: 2.5759 -0.8047 3.5130
O: 6.4299 4.6603 -0.2465
O: 0.0686 -2.9866 -1.7234
O: -5.8392 -7.3173 -3.6158
O: 1.6352 1.0812 2.0483
O: 0.5626 -3.1038 -6.7494
O: -1.3637 -7.1991 -1.5124
O: -3.8332 -0.6740 1.3862
O: 7.5385 8.9129 -2.0859
O: 0.3184 0.4045 -0.7919
N: -0.4611 -4.1280 -3.6137
N: 2.2692 -3.3008 -5.2825
N: -7.8766 -7.1718 -2.6234
N: 6.4332 9.9010 -0.3773
N: -5.7396 0.8898 7.3513
N: 6.8539 11.0604 -2.3347
N: -7.2422 -0.3676 6.1313
N: -6.0813 -5.9041 -1.8836
N: 2.5541 -2.1503 -7.2722
N: -3.2808 -8.2581 -2.1461
N: 6.6809 6.1660 -1.9259
N: -2.8384 -6.1192 -2.8534
N: 4.8084 4.8150 -1.8226
N: -0.8086 -1.8513 -3.4751
C: -2.6778 -0.2933 1.4324
C: 4.4518 2.4375 0.8937
C: 1.3695 -0.7875 4.3145
C: -1.5653 -1.2561 1.5603
C: -0.5132 2.7953 0.5787
C: -2.4214 -7.1991 -2.1217
C: 4.5736 1.5295 2.1028
C: -6.5673 -6.8233 -2.7592
C: -3.1731 2.2437 1.8891
C: 6.9791 9.8959 -1.6290
C: 1.2015 0.5127 5.1044
C: 2.1511 -1.3199 0.8525
C: -0.2897 0.2811 0.2469
C: -6.7668 -0.0147 7.3665
C: -1.1034 1.4352 0.7755
C: -4.5945 1.8382 2.3261
C: 1.7271 -2.8688 -6.4557
C: -2.2848 1.1479 1.3436
C: 6.0103 5.1835 -1.2678
C: -0.3736 -2.9856 -2.8597
C: 0.7820 -1.9650 1.0749
C: -0.3807 -1.0091 1.0000
H: -0.8084 -4.1348 -4.5582
H: -8.4817 -6.7809 -1.9273
H: -1.1401 -1.8324 -4.4221
H: -3.0176 -9.0764 -1.6310
H: -1.7736 -2.1692 2.1086
H: -5.3548 1.2741 6.5089
H: 4.5502 3.4858 1.1661
H: -5.3640 1.1731 8.2359
H: -5.1165 -5.6627 -2.0155
H: 2.0613 1.1551 4.9135
H: 2.9239 -2.0931 0.9019
H: -1.1686 3.4406 -0.0041
H: 0.4965 -0.9860 3.6930
H: -3.6931 -6.1300 -3.3848
H: 2.2348 -0.8533 -0.1271
H: 1.6544 -3.8320 -4.6946
H: -4.1462 -8.2441 -2.6638
H: 3.4827 2.2603 0.4203
H: -2.2397 -5.3116 -2.8752
H: 4.0974 1.9469 2.9905
H: 3.2071 -3.1149 -4.9842
H: 6.5054 9.0551 0.1572
H: 3.5089 -1.9458 -7.0486
H: 0.7614 -2.4884 2.0327
H: 1.4730 -1.6319 4.9963
H: -5.0903 1.2094 1.5936
H: 0.6283 -2.7171 0.2986
H: 5.6258 1.3770 2.3456
H: 4.2877 4.0948 -1.3588
H: 2.1717 -1.8217 -8.1383
H: 7.2509 11.0836 -3.2547
H: 7.5515 6.4827 -1.5430
H: 0.4333 2.7000 0.0518
H: -6.8750 -0.0004 5.2738
H: 4.4377 5.2273 -2.6566
H: -0.3021 3.2478 1.5480
H: -0.1352 -4.9871 -3.2005
H: -6.6007 -5.4815 -1.1383
H: 5.2314 2.1905 0.1726
H: 6.3980 11.8776 -1.9774
H: -8.2396 -7.8542 -3.2621
H: 0.3351 1.0670 4.7445
H: -7.9945 -1.0284 6.1008
H: 6.3365 6.6223 -2.7480
H: 1.1139 0.3181 6.1711
H: -0.7357 -0.9934 -2.9590
H: 5.9687 10.6938 0.0218